[1]
{
  "formula": "C35H28F3N3O3PdSSb",
  "method": "the ωB97M-V functional and the def2-TZVPD basis",
  "relative_energy_kcal_mol": 114.5,
  "total_charge": 1,
  "lumo_ha": -0.1071,
  "elements": ["Pd", "O", "S", "O", "N", "C", "C", "C", "C", "C", "C", "C", "C", "N", "C", "C", "C", "C", "C", "C", "C", "H", "H", "H", "H", "H", "H", "H", "H", "H", "H", "H", "C", "C", "N", "O", "H", "H", "H", "H", "H", "F", "C", "C", "C", "C", "C", "C", "Sb", "C", "C", "C", "C", "F", "C", "C", "C", "C", "C", "C", "F", "C", "C", "H", "H", "H", "H", "H", "H", "H", "H", "H", "H", "H", "H"],
  "coordinates": [[-0.642, 1.011, 0.038], [-4.205, 2.298, 2.062], [-2.977, 1.973, 1.416], [-2.454, 2.856, 0.393], [-3.156, 0.422, 0.710], [-4.117, 0.186, -0.013], [-5.225, -0.126, -0.638], [-5.593, -0.246, -2.047], [-4.858, -0.440, -3.148], [-3.397, -0.535, -3.253], [-2.780, -1.567, -3.963], [-1.400, -1.687, -3.989], [-0.638, -0.777, -3.274], [-1.210, 0.233, -2.619], [-2.507, 0.355, -2.673], [-1.702, 1.617, 2.571], [-1.889, 0.564, 3.458], [-0.895, 0.298, 4.384], [0.250, 1.087, 4.423], [0.410, 2.149, 3.545], [-0.571, 2.424, 2.604], [-6.008, -0.380, 0.074], [-6.666, -0.284, -2.190], [-5.401, -0.648, -4.063], [-3.400, -2.290, -4.479], [-0.925, -2.487, -4.539], [0.440, -0.855, -3.197], [-2.786, -0.040, 3.416], [-1.013, -0.524, 5.077], [1.023, 0.873, 5.149], [1.304, 2.757, 3.583], [-0.473, 3.253, 1.917], [-3.625, 3.747, -2.592], [-2.598, 2.718, -2.338], [-1.332, 2.954, -2.328], [-3.059, 1.512, -2.077], [-3.191, 4.730, -2.751], [-4.299, 3.771, -1.734], [-4.212, 3.442, -3.460], [-0.990, 3.890, -2.485], [-0.679, 2.197, -2.072], [5.891, 2.041, 4.249], [4.978, 1.563, 3.390], [4.799, 2.207, 2.181], [3.850, 1.705, 1.303], [3.103, 0.572, 1.620], [3.302, -0.041, 2.854], [4.243, 0.450, 3.749], [1.622, -0.127, 0.263], [2.806, -0.848, -1.359], [3.742, -0.030, -1.988], [4.470, -0.481, -3.080], [4.239, -1.763, -3.540], [4.936, -2.208, -4.596], [3.314, -2.601, -2.950], [2.599, -2.134, -1.855], [1.209, -2.005, 1.158], [2.204, -2.947, 1.423], [1.895, -4.156, 2.026], [0.577, -4.406, 2.361], [0.271, -5.574, 2.946], [-0.436, -3.501, 2.114], [-0.107, -2.295, 1.509], [5.390, 3.082, 1.947], [3.690, 2.228, 0.367], [2.720, -0.910, 3.133], [4.414, -0.018, 4.709], [3.924, 0.977, -1.631], [5.207, 0.140, -3.571], [3.172, -3.601, -3.340], [1.877, -2.792, -1.385], [3.235, -2.743, 1.156], [2.652, -4.900, 2.237], [-1.452, -3.746, 2.393], [-0.889, -1.569, 1.306]],
  "forces_ev_per_angstrom": [[0.6, -0.1, 0.0], [0.0, 0.0, 0.0], [0.0, -0.1, 0.1], [-0.1, 0.0, 0.0], [0.0, -0.1, -0.1], [-0.1, 0.2, 0.1], [0.0, -0.1, 0.0], [0.0, 0.0, 0.0], [0.0, 0.0, 0.0], [-0.1, -0.1, 0.1], [0.0, 0.0, 0.0], [0.0, 0.0, 0.0], [-0.2, -0.2, 0.1], [0.2, 0.3, -0.2], [0.3, -0.1, 0.2], [-0.2, 0.0, 0.0], [0.1, 0.0, 0.0], [0.0, 0.0, 0.0], [0.0, 0.0, 0.0], [0.0, 0.0, 0.0], [0.0, 0.0, 0.0], [0.0, 0.0, 0.0], [0.0, 0.0, 0.0], [0.0, 0.1, 0.0], [0.0, 0.0, 0.0], [0.0, 0.0, 0.0], [0.0, 0.0, 0.0], [0.0, 0.0, 0.0], [0.0, 0.0, 0.0], [0.0, 0.0, 0.0], [0.0, 0.0, 0.0], [0.0, 0.0, 0.0], [0.0, 0.0, 0.1], [0.1, -0.1, 0.3], [0.1, -0.1, -0.2], [-0.4, 0.1, -0.6], [0.0, 0.0, 0.0], [0.0, 0.0, 0.0], [0.0, 0.0, 0.0], [0.0, 0.0, 0.0], [-0.1, 0.0, 0.0], [0.0, 0.0, 0.0], [0.0, 0.0, 0.0], [0.0, 0.0, 0.0], [0.0, 0.0, 0.0], [0.1, 0.0, -0.1], [0.0, 0.0, 0.0], [0.0, 0.0, 0.0], [-0.5, 0.0, 0.0], [0.1, 0.0, 0.0], [0.0, 0.0, 0.0], [0.0, 0.0, 0.0], [0.0, 0.0, 0.0], [0.0, 0.0, 0.0], [0.0, 0.0, 0.0], [0.0, 0.0, 0.0], [0.0, 0.0, 0.1], [0.0, 0.0, 0.0], [0.0, 0.0, 0.0], [0.0, 0.0, 0.0], [0.0, 0.0, 0.0], [0.0, 0.0, 0.0], [0.0, 0.0, 0.0], [0.0, 0.0, 0.0], [0.0, 0.0, 0.0], [0.0, 0.0, 0.0], [0.0, 0.0, 0.0], [0.0, 0.0, 0.0], [0.0, 0.0, 0.0], [0.0, 0.0, 0.0], [0.0, 0.0, 0.0], [0.0, 0.0, 0.0], [0.0, 0.0, 0.0], [0.0, 0.0, 0.0], [0.0, 0.0, 0.0]]
}



[2]
{
  "formula": "C21H50NO10S2",
  "method": "the ωB97M-V functional and the def2-TZVPD basis",
  "total_charge": 1,
  "lumo_ha": -0.1860,
  "elements": ["C", "C", "O", "C", "C", "O", "S", "N", "C", "S", "H", "H", "H", "H", "H", "H", "H", "H", "H", "H", "C", "O", "C", "C", "O", "C", "H", "H", "H", "H", "H", "H", "H", "H", "H", "H", "C", "O", "C", "C", "O", "C", "H", "H", "H", "H", "H", "H", "H", "H", "H", "H", "C", "O", "C", "C", "O", "C", "H", "H", "H", "H", "H", "H", "H", "H", "H", "H", "C", "O", "C", "C", "O", "C", "H", "H", "H", "H", "H", "H", "H", "H", "H", "H"],
  "coordinates": [[-3.670, 0.922, 4.686], [-3.567, -0.156, 5.760], [-2.553, -1.138, 5.561], [-1.249, -0.644, 5.431], [-0.758, 0.178, 6.618], [0.376, 1.040, 6.158], [0.052, 2.593, 6.101], [0.463, 3.195, 4.571], [0.272, 2.385, 3.661], [-0.024, 1.567, 2.427], [-4.222, 0.594, 3.810], [-2.715, 1.328, 4.344], [-4.234, 1.762, 5.094], [-4.505, -0.704, 5.740], [-3.516, 0.258, 6.772], [-0.604, -1.520, 5.370], [-1.120, -0.125, 4.478], [-1.514, 0.822, 7.066], [-0.340, -0.420, 7.418], [-1.317, 2.713, 6.084], [-1.373, 5.197, 2.543], [-2.618, 5.849, 2.436], [-2.509, 7.168, 1.903], [-2.849, 7.195, 0.428], [-1.902, 6.459, -0.333], [-2.351, 5.159, -0.676], [-1.569, 4.132, 2.676], [-0.760, 5.331, 1.648], [-0.826, 5.570, 3.417], [-1.508, 7.574, 2.076], [-3.224, 7.793, 2.444], [-2.810, 8.231, 0.079], [-3.862, 6.820, 0.256], [-3.066, 5.217, -1.503], [-2.818, 4.651, 0.172], [-1.489, 4.577, -0.999], [0.559, 1.795, -3.288], [-0.699, 2.436, -3.422], [-0.600, 3.746, -3.968], [-0.927, 3.763, -5.447], [0.030, 3.041, -6.205], [-0.402, 1.736, -6.553], [0.383, 0.730, -3.140], [1.181, 1.925, -4.175], [1.088, 2.191, -2.412], [0.394, 4.166, -3.786], [-1.331, 4.366, -3.441], [-0.898, 4.799, -5.798], [-1.935, 3.376, -5.624], [-1.115, 1.784, -7.383], [-0.862, 1.219, -5.708], [0.471, 1.171, -6.875], [1.192, -2.794, -3.093], [1.937, -1.608, -2.852], [2.380, -1.498, -1.511], [3.830, -1.912, -1.358], [4.010, -3.291, -1.629], [4.513, -3.539, -2.934], [1.136, -2.941, -4.170], [1.662, -3.669, -2.641], [0.175, -2.685, -2.700], [1.738, -2.084, -0.844], [2.286, -0.443, -1.228], [4.132, -1.747, -0.318], [4.477, -1.302, -1.996], [5.587, -3.328, -2.970], [4.001, -2.940, -3.690], [4.356, -4.593, -3.158], [3.216, -5.832, -0.473], [2.730, -6.784, 0.463], [1.349, -6.632, 0.740], [0.504, -7.618, -0.040], [0.565, -7.373, -1.437], [1.459, -8.241, -2.116], [4.180, -6.185, -0.838], [2.540, -5.716, -1.323], [3.358, -4.867, 0.012], [1.026, -5.604, 0.539], [1.214, -6.825, 1.810], [-0.542, -7.496, 0.260], [0.801, -8.645, 0.187], [1.001, -9.227, -2.244], [2.407, -8.347, -1.584], [1.655, -7.815, -3.099]],
  "forces_ev_per_angstrom": [[-0.1, 0.4, 0.2], [-0.5, -0.1, -0.3], [0.1, 0.3, 0.3], [0.1, -0.7, -0.1], [0.0, 0.1, -0.1], [-1.0, 0.5, 0.0], [1.4, 1.3, 0.1], [-0.3, -0.6, 2.1], [-0.3, 0.3, -1.1], [0.1, -0.7, -0.7], [0.1, -0.2, -0.1], [0.1, -0.1, 0.1], [0.0, 0.0, 0.0], [0.0, -0.2, 0.1], [0.2, 0.2, 0.0], [0.0, -0.1, -0.1], [0.0, 0.4, 0.1], [-0.1, 0.0, -0.1], [0.1, -0.1, 0.0], [0.1, -0.6, -0.4], [-0.1, 0.1, 0.1], [0.2, -0.1, 0.0], [-0.4, 0.0, 0.0], [0.3, 0.2, -0.1], [-0.1, -0.2, 0.2], [0.0, 0.1, -0.1], [-0.1, 0.0, 0.0], [0.0, 0.0, 0.0], [0.1, 0.0, -0.1], [0.0, 0.0, 0.0], [0.0, 0.0, 0.0], [0.0, 0.0, 0.0], [0.0, 0.0, 0.1], [0.0, -0.1, 0.0], [0.0, 0.0, 0.0], [0.0, 0.1, 0.0], [-0.1, -0.1, 0.1], [0.2, 0.0, 0.0], [-0.4, -0.1, 0.1], [0.3, 0.2, -0.1], [-0.1, -0.2, 0.2], [0.0, 0.0, -0.1], [0.0, 0.0, 0.0], [0.0, 0.0, 0.0], [0.1, 0.0, -0.1], [0.0, 0.0, -0.1], [0.0, 0.1, 0.0], [0.0, 0.0, 0.0], [0.0, 0.0, 0.1], [0.0, -0.1, 0.0], [0.0, 0.0, 0.0], [0.0, 0.1, 0.0], [-0.1, 0.1, -0.1], [0.0, -0.2, 0.1], [0.1, 0.3, -0.2], [0.0, -0.2, 0.3], [0.0, 0.2, -0.3], [0.1, -0.1, 0.0], [0.0, 0.1, 0.0], [0.0, 0.0, 0.0], [0.0, -0.1, 0.0], [0.1, -0.1, 0.0], [0.0, 0.0, 0.0], [0.0, 0.0, 0.0], [-0.1, 0.0, 0.0], [0.0, 0.0, -0.1], [0.0, 0.0, 0.0], [0.0, 0.0, 0.1], [0.0, -0.1, 0.2], [-0.1, 0.0, -0.2], [0.2, -0.3, 0.2], [-0.3, 0.2, -0.1], [0.2, 0.0, 0.1], [-0.1, 0.0, -0.1], [0.0, 0.0, 0.1], [0.0, 0.0, 0.0], [0.0, 0.0, 0.0], [0.0, 0.0, -0.1], [-0.1, 0.0, 0.0], [0.0, 0.0, 0.0], [0.1, 0.0, 0.0], [0.1, 0.0, 0.0], [0.0, 0.0, 0.0], [-0.1, 0.0, 0.0]]
}



[3]
{
  "formula": "C3H4N2O3",
  "method": "the ωB97M-V functional and the def2-TZVPD basis",
  "relative_energy_kcal_mol": 194.0,
  "total_charge": 0,
  "lumo_ha": -0.0110,
  "elements": ["O", "N", "C", "C", "O", "C", "N", "O", "H", "H", "H", "H"],
  "coordinates": [[-2.651, 0.247, -0.666], [-1.777, -0.768, -0.228], [-0.700, -0.307, 0.485], [0.610, -1.007, 0.708], [1.329, -0.669, -0.793], [1.432, 0.665, -0.614], [0.587, 1.516, 0.180], [-0.742, 1.099, 0.677], [-2.155, 0.988, -0.508], [0.424, -2.007, 0.648], [1.373, -0.807, 1.608], [2.270, 1.049, -1.498]],
  "forces_ev_per_angstrom": [[-0.6, -4.5, 0.2], [3.2, 0.6, 2.0], [-4.6, 1.1, -1.8], [1.0, 1.8, -1.3], [-0.9, 0.9, 4.5], [-2.3, 2.3, -0.5], [3.6, -0.7, -3.6], [3.7, -2.7, -0.7], [1.7, 3.9, 0.6], [-0.3, -2.8, -0.3], [-2.0, 0.3, -2.4], [-2.5, -0.1, 3.4]]
}



[4]
{
  "formula": "C29H36BrCl3CsFGeN5O2S4",
  "method": "the ωB97M-V functional and the def2-TZVPD basis",
  "s_squared": 0.7589,
  "multiplicity": 2,
  "total_charge": -2,
  "lumo_ha": [0.1330, 0.1323],
  "elements": ["Cs", "C", "C", "N", "C", "S", "N", "N", "C", "C", "C", "C", "C", "C", "C", "N", "H", "H", "H", "H", "H", "H", "H", "H", "H", "H", "H", "H", "H", "C", "C", "S", "C", "C", "S", "C", "C", "S", "H", "H", "H", "H", "H", "H", "H", "H", "H", "H", "H", "H", "Cl", "Ge", "Cl", "Cl", "N", "H", "H", "H", "Br", "C", "C", "C", "C", "C", "C", "C", "O", "O", "H", "H", "H", "H", "F", "C", "C", "C", "C", "C", "C", "H", "H", "H", "H"],
  "coordinates": [[1.002, 0.852, -0.033], [0.779, -5.003, 3.698], [0.922, -5.441, 2.246], [1.666, -4.516, 1.409], [1.176, -3.282, 1.028], [2.316, -2.213, 0.340], [-0.120, -3.135, 1.229], [-0.696, -2.016, 0.751], [-1.951, -1.895, 1.017], [-2.709, -2.892, 1.867], [-2.705, -0.779, 0.418], [-4.104, -0.750, 0.498], [-4.809, 0.280, -0.104], [-4.117, 1.273, -0.775], [-2.734, 1.176, -0.795], [-2.043, 0.193, -0.230], [0.231, -5.748, 4.283], [0.234, -4.059, 3.740], [1.758, -4.847, 4.160], [-0.066, -5.572, 1.805], [1.433, -6.407, 2.191], [2.669, -4.531, 1.459], [-2.000, -3.526, 2.390], [-3.349, -3.538, 1.252], [-3.348, -2.381, 2.595], [-4.642, -1.533, 1.014], [-5.891, 0.299, -0.050], [-4.610, 2.097, -1.275], [-2.149, 1.937, -1.312], [1.992, 1.021, -6.052], [3.130, 0.352, -5.272], [2.899, 0.142, -3.480], [2.508, -1.611, -3.259], [1.245, -2.151, -3.907], [-0.340, -1.495, -3.316], [-0.501, 0.182, -3.991], [-0.722, 0.349, -5.490], [0.658, -0.093, -6.582], [2.407, 1.445, -6.969], [1.559, 1.855, -5.504], [4.025, 0.970, -5.376], [3.365, -0.622, -5.708], [2.438, -1.727, -2.176], [3.365, -2.204, -3.592], [1.170, -3.209, -3.631], [1.296, -2.095, -4.988], [0.320, 0.806, -3.652], [-1.406, 0.543, -3.488], [-1.003, 1.386, -5.696], [-1.543, -0.287, -5.824], [-2.800, 3.486, -4.363], [-0.751, 3.727, -3.322], [0.412, 4.296, -5.234], [-1.110, 5.892, -2.558], [2.313, 3.452, -1.031], [3.018, 3.449, -1.757], [2.708, 2.974, -0.224], [2.158, 4.416, -0.759], [-0.660, -2.350, 6.398], [0.519, -1.420, 5.217], [0.065, -1.045, 3.967], [0.917, -0.327, 3.131], [2.212, -0.004, 3.533], [2.651, -0.443, 4.778], [1.811, -1.140, 5.636], [3.165, 0.843, 2.665], [4.374, 0.750, 2.923], [2.579, 1.556, 1.806], [-0.932, -1.308, 3.636], [0.540, -0.034, 2.159], [3.675, -0.216, 5.056], [2.150, -1.460, 6.614], [-2.875, 5.996, 3.526], [-2.194, 5.059, 2.824], [-1.997, 5.264, 1.474], [-1.298, 4.296, 0.753], [-0.865, 3.201, 1.448], [-1.028, 2.981, 2.791], [-1.728, 3.950, 3.506], [-2.377, 6.158, 0.996], [-1.120, 4.442, -0.307], [-0.626, 2.102, 3.285], [-1.909, 3.862, 4.569]],
  "forces_ev_per_angstrom": [[-1.0, -0.5, -2.0], [0.0, 0.1, 0.0], [0.1, 0.0, -0.1], [-0.2, 0.1, 0.2], [0.1, 0.0, -0.3], [0.2, -0.1, 0.0], [-0.2, -0.4, 0.3], [0.1, 0.3, -0.2], [0.0, -0.3, 0.2], [-0.1, 0.1, -0.1], [-0.2, 0.2, -0.1], [-0.1, 0.0, 0.0], [0.1, 0.0, 0.0], [0.0, 0.0, 0.0], [0.2, 0.0, -0.1], [-0.1, 0.1, 0.1], [0.0, 0.0, 0.0], [0.0, 0.0, 0.0], [-0.1, 0.0, 0.0], [0.0, 0.0, 0.0], [0.0, 0.0, 0.0], [0.1, 0.0, 0.0], [0.0, 0.0, 0.0], [0.0, 0.1, 0.1], [0.0, 0.0, -0.1], [0.1, 0.0, 0.0], [0.0, 0.0, 0.0], [0.0, 0.0, 0.0], [0.0, -0.1, 0.1], [0.0, -0.2, 0.0], [0.0, 0.0, 0.0], [0.0, 0.1, 0.0], [0.0, 0.0, -0.1], [0.0, -0.1, 0.1], [0.0, 0.1, 0.0], [-0.2, -0.1, -0.1], [0.0, 0.0, 0.1], [0.0, 0.0, -0.1], [0.0, 0.0, 0.0], [0.0, 0.0, 0.1], [0.0, 0.0, 0.0], [0.0, 0.0, 0.0], [0.0, 0.0, 0.1], [0.0, 0.0, 0.0], [0.0, 0.0, 0.0], [0.0, 0.0, -0.1], [0.1, 0.0, 0.0], [0.1, 0.0, 0.0], [0.0, 0.0, 0.0], [0.0, 0.0, 0.0], [0.0, -0.1, 0.0], [0.0, 0.2, 0.0], [0.0, 0.0, 0.1], [0.0, -0.1, -0.1], [0.1, 0.1, 0.1], [0.0, 0.0, -0.1], [0.2, 0.2, 0.1], [0.0, 0.0, 0.0], [0.0, 0.0, 0.0], [0.1, 0.0, 0.0], [0.1, 0.1, -0.1], [0.0, 0.0, 0.3], [0.0, 0.0, 0.0], [0.0, 0.0, 0.0], [0.0, 0.0, 0.0], [0.2, -0.2, 0.5], [-0.3, 0.2, -0.1], [0.8, 0.4, 0.7], [0.0, 0.0, 0.0], [0.1, -0.2, 0.6], [-0.1, 0.0, 0.0], [0.0, 0.0, 0.0], [-0.1, 0.2, 0.1], [0.1, -0.1, -0.1], [0.0, 0.0, 0.0], [0.0, 0.0, -0.2], [0.0, 0.1, 0.2], [0.1, -0.2, 0.0], [0.0, 0.1, 0.0], [0.0, 0.0, 0.0], [0.0, 0.0, 0.1], [0.0, 0.1, 0.0], [0.0, 0.0, 0.0]]
}